Entry 1:
# C31H33F10NO32

A cluster of 11 separate species, C31H33F10NO32 in total at a distorted geometry (ωB97M-V/def2-TZVPD, the Open Molecules 2025 dataset).

Results
HOMO = -11.175 eV
SMILES = O=C1OC[C@@H](F)O1.O=C1OC[C@@H](F)O1.O=C1OC[C@@H](F)O1.O=C1OC[C@@H](F)O1.O=C1OC[C@@H](F)O1.O=C1OC[C@@H](F)O1.O=C1OC[C@@H](F)O1.O=C1OC[C@@H](F)O1.O=C1OC[C@@H](F)O1.O=C1OC[C@@H](F)O1.C[N+](=O)[O-]
HOMO-LUMO gap = 11.066 eV
relative energy (zero: lowest compared OMol25 entry of this formula, charge and spin) = 84.8 kJ/mol
energy = -126866.4342 eV

Each line ends with the Löwdin charge.
CARTESIAN COORDINATES (ANGSTROEM)
O (0.986, 1.208, 2.192)  0.194
C (0.486, 1.574, 3.206)  -0.521
O (0.139, 2.843, 3.484)  0.075
C (-0.382, 2.905, 4.822)  -0.007
C (-0.833, 1.475, 5.053)  -0.266
F (-2.147, 1.315, 4.657)  0.048
O (0.009, 0.768, 4.195)  0.095
H (0.484, 3.138, 5.442)  0.154
H (-1.186, 3.632, 4.853)  0.147
H (-0.749, 1.086, 6.065)  0.176
O (1.607, -5.357, -4.696)  0.179
C (1.010, -4.333, -4.784)  -0.557
O (-0.202, -4.127, -5.339)  0.091
C (-0.410, -2.726, -5.377)  -0.065
C (0.449, -2.214, -4.239)  -0.275
F (-0.096, -2.325, -2.994)  0.046
O (1.507, -3.151, -4.361)  0.131
H (-0.082, -2.279, -6.317)  0.137
H (-1.451, -2.409, -5.295)  0.145
H (0.748, -1.169, -4.318)  0.142
O (4.548, 0.199, 2.167)  0.179
C (3.617, -0.347, 2.674)  -0.558
O (2.867, -1.270, 2.051)  0.061
C (1.934, -1.853, 2.952)  -0.056
C (2.363, -1.229, 4.312)  -0.272
F (3.190, -2.093, 4.979)  0.070
O (3.122, -0.108, 3.906)  0.130
H (0.949, -1.422, 2.768)  0.103
H (1.900, -2.937, 2.995)  0.138
H (1.564, -0.831, 4.933)  0.137
O (-1.342, 4.465, -5.724)  0.194
C (-1.638, 4.045, -4.657)  -0.519
O (-2.202, 4.747, -3.630)  0.084
C (-2.818, 3.845, -2.746)  -0.057
C (-1.880, 2.659, -2.944)  -0.327
F (-2.626, 1.526, -2.679)  0.048
O (-1.465, 2.745, -4.272)  0.139
H (-2.902, 4.099, -1.694)  0.128
H (-3.817, 3.544, -3.084)  0.151
H (-1.009, 2.650, -2.285)  0.138
O (-3.911, -5.618, 0.721)  0.188
C (-3.757, -4.619, 0.109)  -0.544
O (-3.854, -4.475, -1.217)  0.084
C (-3.144, -3.311, -1.640)  -0.029
C (-3.076, -2.500, -0.332)  -0.307
F (-4.095, -1.568, -0.383)  0.038
O (-3.312, -3.443, 0.670)  0.102
H (-2.140, -3.648, -1.898)  0.121
H (-3.727, -2.808, -2.403)  0.145
H (-2.159, -1.930, -0.235)  0.112
O (0.871, 0.295, -6.557)  0.165
C (1.289, 1.229, -5.936)  -0.548
O (1.729, 1.179, -4.655)  0.053
C (2.219, 2.443, -4.255)  -0.052
C (2.064, 3.300, -5.508)  -0.297
F (3.218, 3.813, -6.005)  0.080
O (1.504, 2.429, -6.457)  0.165
H (1.617, 2.867, -3.451)  0.126
H (3.264, 2.409, -3.944)  0.145
H (1.374, 4.117, -5.285)  0.157
O (-0.453, -1.716, 6.225)  0.180
C (-1.278, -1.816, 5.374)  -0.577
O (-2.560, -2.136, 5.638)  0.088
C (-3.313, -1.686, 4.499)  -0.027
C (-2.304, -1.933, 3.392)  -0.281
F (-2.561, -1.124, 2.352)  0.089
O (-1.067, -1.665, 4.056)  0.104
H (-4.204, -2.298, 4.391)  0.149
H (-3.520, -0.623, 4.620)  0.131
H (-2.288, -2.966, 3.045)  0.175
O (-0.353, -4.001, -0.053)  0.178
C (0.767, -4.408, -0.069)  -0.530
O (1.168, -5.625, -0.463)  0.112
C (2.531, -5.772, -0.043)  -0.046
C (2.990, -4.340, -0.082)  -0.304
F (3.305, -3.969, -1.364)  0.078
O (1.834, -3.675, 0.315)  0.119
H (2.611, -6.184, 0.967)  0.144
H (3.151, -6.447, -0.628)  0.149
H (3.883, -4.188, 0.526)  0.177
O (-0.600, 4.278, -0.050)  0.195
C (-1.382, 3.636, 0.559)  -0.574
O (-2.016, 4.009, 1.668)  0.092
C (-3.087, 3.108, 1.943)  -0.025
C (-2.586, 1.849, 1.246)  -0.320
F (-3.534, 1.057, 0.714)  0.094
O (-1.816, 2.400, 0.191)  0.101
H (-3.166, 2.918, 3.008)  0.125
H (-4.053, 3.374, 1.513)  0.150
H (-1.937, 1.250, 1.891)  0.144
O (3.330, 3.669, 3.921)  0.161
C (3.388, 3.681, 2.726)  -0.561
O (2.469, 4.301, 1.927)  0.073
C (2.765, 3.951, 0.575)  -0.068
C (4.202, 3.491, 0.663)  -0.271
F (5.024, 4.582, 0.488)  0.054
O (4.284, 3.049, 1.993)  0.144
H (2.111, 3.157, 0.212)  0.102
H (2.655, 4.778, -0.123)  0.143
H (4.487, 2.740, -0.070)  0.174
C (-0.114, -0.627, -0.358)  0.069
N (0.405, 0.454, -1.230)  -0.380
O (0.076, 0.416, -2.401)  0.065
O (1.110, 1.320, -0.767)  0.074
H (-0.254, -1.502, -0.982)  0.066
H (-1.017, -0.285, 0.133)  0.088
H (0.698, -0.926, 0.304)  0.097

Entry 2:
# C31H33N7O2SeTl

A structure of composition C31H33N7O2SeTl at a distorted geometry (ωB97M-V/def2-TZVPD, the Open Molecules 2025 dataset).

Results
HOMO (alpha / beta) = -9.622 / -9.630 eV
total charge = +1
HOMO-LUMO gap (alpha / beta) = 3.092 / 3.538 eV
energy = -117240.6874 eV

Each line ends with the Löwdin charge.
CARTESIAN COORDINATES (ANGSTROEM)
Tl (0.059, 0.575, -0.487)  0.941
O (1.793, -3.752, 5.355)  -0.007
C (0.648, -3.780, 4.907)  -0.666
O (-0.422, -4.335, 5.153)  -0.006
C (0.500, -2.773, 3.625)  -0.043
C (1.588, -2.042, 3.202)  0.062
C (1.415, -1.108, 2.183)  -0.206
N (0.235, -0.951, 1.578)  0.068
C (-0.815, -1.684, 1.961)  -0.195
C (-0.717, -2.607, 3.001)  0.065
C (-2.103, -1.499, 1.246)  -0.204
C (-3.293, -2.050, 1.718)  0.025
C (-4.455, -1.892, 0.983)  -0.019
C (-4.411, -1.169, -0.199)  -0.031
C (-3.202, -0.620, -0.577)  -0.167
N (-2.077, -0.784, 0.119)  0.003
C (2.562, -0.273, 1.748)  -0.205
C (3.716, -0.171, 2.523)  0.024
C (4.800, 0.543, 2.042)  -0.019
C (4.698, 1.177, 0.812)  -0.035
C (3.496, 1.086, 0.137)  -0.135
N (2.463, 0.373, 0.584)  0.005
H (2.539, -2.226, 3.678)  0.117
H (-1.552, -3.203, 3.335)  0.116
H (-3.326, -2.591, 2.650)  0.120
H (-5.380, -2.327, 1.336)  0.123
H (-5.295, -1.026, -0.805)  0.116
H (-3.120, -0.020, -1.477)  0.074
H (3.772, -0.634, 3.494)  0.123
H (5.709, 0.603, 2.624)  0.123
H (5.522, 1.737, 0.396)  0.115
H (3.349, 1.598, -0.807)  0.111
C (0.999, -1.083, -3.395)  -0.181
N (1.389, -2.227, -4.192)  -0.081
C (0.254, -3.152, -4.273)  -0.151
N (-0.165, -3.597, -2.941)  -0.076
C (-0.540, -2.440, -2.154)  -0.178
N (0.584, -1.476, -2.022)  -0.158
C (1.726, -2.203, -1.400)  -0.182
N (2.121, -3.357, -2.182)  -0.076
C (2.500, -2.913, -3.526)  -0.150
C (0.974, -4.261, -2.299)  -0.144
H (0.161, -0.578, -3.881)  0.132
H (1.845, -0.395, -3.318)  0.129
H (0.543, -4.023, -4.861)  0.134
H (-0.581, -2.649, -4.766)  0.132
H (-0.842, -2.766, -1.157)  0.124
H (-1.381, -1.934, -2.634)  0.128
H (1.429, -2.531, -0.401)  0.127
H (2.570, -1.516, -1.316)  0.118
H (2.789, -3.782, -4.117)  0.134
H (3.350, -2.232, -3.454)  0.132
H (0.679, -4.595, -1.302)  0.137
H (1.262, -5.125, -2.898)  0.135
C (-1.508, 8.867, -1.283)  -0.021
C (-1.607, 7.378, -1.235)  -0.211
C (-2.510, 6.740, -0.380)  0.012
C (-2.609, 5.367, -0.320)  -0.282
C (-3.542, 4.732, 0.669)  -0.074
C (-1.806, 4.590, -1.206)  -0.536
Se (-2.178, 2.780, -1.378)  0.870
C (-0.825, 5.219, -2.024)  -0.278
C (0.140, 4.444, -2.871)  -0.063
C (-0.757, 6.594, -2.023)  0.005
H (-2.165, 9.332, -0.552)  0.085
H (-1.781, 9.224, -2.278)  0.101
H (-0.482, 9.186, -1.093)  0.097
H (-3.150, 7.338, 0.256)  0.127
H (-3.979, 5.491, 1.313)  0.086
H (-3.010, 4.015, 1.295)  0.082
H (-4.348, 4.199, 0.166)  0.079
H (0.308, 3.445, -2.476)  0.018
H (1.091, 4.973, -2.922)  0.091
H (-0.238, 4.354, -3.891)  0.102
H (-0.021, 7.083, -2.651)  0.134

Entry 3:
# C31H34BCaN8O

A structure of composition C31H34BCaN8O (ωB97M-V/def2-TZVPD, the Open Molecules 2025 dataset).

Results
HOMO (alpha / beta) = -5.778 / -8.172 eV
HOMO-LUMO gap (alpha / beta) = 6.404 / 8.474 eV
relative energy (zero: lowest compared OMol25 entry of this formula, charge and spin) = 64.3 kJ/mol
energy = -65784.4286 eV
spin multiplicity = 2

Each line ends with the Löwdin charge.
CARTESIAN COORDINATES (ANGSTROEM)
Ca (-0.091, -0.136, -0.198)  1.346
C (0.273, 0.210, -3.543)  -0.068
C (1.474, 1.141, -3.722)  -0.376
C (0.995, 2.566, -3.992)  -0.060
C (2.403, 1.050, -2.529)  -0.213
C (3.527, 0.229, -2.562)  -0.026
C (4.370, 0.123, -1.466)  -0.068
C (4.105, 0.801, -0.280)  -0.297
C (4.986, 0.632, 0.925)  -0.047
C (2.978, 1.618, -0.242)  -0.037
C (2.157, 1.763, -1.355)  -0.071
H (-0.349, 0.197, -4.441)  0.088
H (-0.379, 0.589, -2.747)  0.046
H (0.572, -0.816, -3.316)  0.085
H (2.045, 0.796, -4.589)  0.132
H (0.315, 2.907, -3.208)  0.072
H (0.453, 2.612, -4.938)  0.081
H (1.828, 3.268, -4.040)  0.087
H (3.756, -0.326, -3.466)  0.116
H (5.251, -0.507, -1.531)  0.117
H (4.937, 1.503, 1.578)  0.079
H (6.027, 0.483, 0.639)  0.080
H (4.682, -0.236, 1.515)  0.078
H (2.745, 2.181, 0.655)  0.121
H (1.302, 2.422, -1.284)  0.076
C (-1.909, -0.755, 3.980)  -0.052
C (-1.358, 0.030, 2.967)  -0.144
N (-0.951, -0.724, 1.955)  -0.062
N (-1.228, -2.013, 2.292)  0.012
C (-1.804, -2.047, 3.506)  -0.065
B (-0.893, -3.089, 1.226)  -0.635
N (0.637, -3.074, 0.905)  0.010
C (1.503, -4.061, 1.207)  -0.060
C (2.763, -3.686, 0.799)  -0.044
C (2.576, -2.418, 0.248)  -0.141
N (1.304, -2.047, 0.313)  -0.054
N (-1.742, -2.803, -0.065)  -0.004
C (-2.981, -3.276, -0.290)  -0.074
C (-3.436, -2.778, -1.492)  -0.045
C (-2.385, -1.976, -1.941)  -0.156
N (-1.370, -1.987, -1.087)  -0.046
N (-1.241, -4.509, 1.660)  -0.043
C (-1.272, -5.584, 0.833)  -0.110
C (-1.469, -6.705, 1.598)  -0.062
C (-1.522, -6.212, 2.914)  -0.155
N (-1.388, -4.900, 2.948)  0.070
H (-2.322, -0.440, 4.921)  0.093
H (-1.238, 1.101, 2.906)  0.102
H (-2.082, -2.989, 3.942)  0.098
H (1.160, -4.956, 1.697)  0.121
H (3.678, -4.243, 0.891)  0.094
H (3.297, -1.755, -0.201)  0.083
H (-3.444, -3.943, 0.417)  0.130
H (-4.380, -2.973, -1.968)  0.095
H (-2.316, -1.377, -2.836)  0.107
H (-1.149, -5.464, -0.231)  0.131
H (-1.552, -7.723, 1.259)  0.091
H (-1.666, -6.756, 3.834)  0.100
C (-0.925, 2.143, -0.292)  -0.276
C (-1.250, 3.341, 0.046)  -0.029
C (-1.183, 4.606, 0.621)  -0.265
C (-1.593, 4.830, 1.957)  -0.049
C (-1.525, 6.090, 2.518)  -0.104
C (-1.057, 7.175, 1.782)  -0.107
C (-0.657, 6.978, 0.461)  -0.104
C (-0.720, 5.727, -0.115)  -0.049
H (-1.968, 3.996, 2.537)  0.101
H (-1.841, 6.227, 3.544)  0.098
H (-1.010, 8.159, 2.228)  0.093
H (-0.289, 7.810, -0.126)  0.098
H (-0.410, 5.581, -1.141)  0.104
C (-3.217, 1.704, -0.997)  -0.099
O (-1.862, 1.276, -0.989)  -0.394
H (-3.784, 0.977, -1.577)  0.080
H (-3.292, 2.695, -1.450)  0.089
H (-3.602, 1.748, 0.025)  0.093

Entry 4:
# C31H34BCl2CrN10O5

A structure of composition C31H34BCl2CrN10O5 at a distorted geometry (ωB97M-V/def2-TZVPD, the Open Molecules 2025 dataset).

Results
HOMO (alpha / beta) = -2.616 / -4.725 eV
total charge = -1
HOMO-LUMO gap (alpha / beta) = 4.948 / 7.055 eV
relative energy (zero: lowest compared OMol25 entry of this formula, charge and spin) = 41.0 kJ/mol
energy = -111989.4832 eV
spin multiplicity = 5

Each line ends with the Löwdin charge.
CARTESIAN COORDINATES (ANGSTROEM)
Cr (0.309, -0.135, 0.505)  0.981
C (1.957, -2.786, 1.962)  -0.013
C (2.497, -1.424, 2.180)  -0.284
C (3.562, -1.021, 2.991)  0.029
C (3.692, 0.341, 2.785)  -0.259
C (4.662, 1.296, 3.390)  -0.023
N (2.746, 0.710, 1.900)  0.052
N (2.017, -0.360, 1.544)  0.009
B (2.479, 2.067, 1.219)  -0.521
N (2.500, 1.793, -0.290)  0.032
N (1.740, 0.826, -0.830)  0.049
C (2.116, 0.690, -2.099)  -0.307
C (1.587, -0.363, -3.001)  -0.016
C (3.122, 1.617, -2.390)  0.018
C (3.337, 2.302, -1.211)  -0.269
C (4.290, 3.417, -0.946)  -0.021
N (1.081, 2.509, 1.601)  0.021
N (0.069, 1.635, 1.527)  0.021
C (-1.018, 2.248, 1.991)  -0.299
C (-2.343, 1.599, 2.159)  0.005
C (-0.697, 3.564, 2.336)  0.014
C (0.650, 3.695, 2.063)  -0.281
C (1.499, 4.913, 2.170)  -0.019
H (2.498, -3.523, 2.550)  0.083
H (0.901, -2.815, 2.220)  0.054
H (2.027, -3.047, 0.907)  0.084
H (4.150, -1.641, 3.639)  0.104
H (5.315, 0.772, 4.084)  0.077
H (5.273, 1.767, 2.622)  0.076
H (4.134, 2.080, 3.931)  0.083
H (3.298, 2.865, 1.525)  0.117
H (1.122, -1.128, -2.387)  0.045
H (0.857, 0.041, -3.701)  0.081
H (2.399, -0.806, -3.575)  0.084
H (3.621, 1.758, -3.329)  0.104
H (4.836, 3.660, -1.856)  0.077
H (3.756, 4.303, -0.607)  0.078
H (5.000, 3.134, -0.171)  0.074
H (-2.300, 0.857, 2.958)  0.092
H (-3.092, 2.349, 2.401)  0.083
H (-2.644, 1.087, 1.248)  0.067
H (-1.359, 4.311, 2.730)  0.105
H (0.915, 5.727, 2.596)  0.077
H (2.372, 4.739, 2.798)  0.073
H (1.839, 5.208, 1.178)  0.080
Cl (-5.837, -3.605, 2.626)  0.615
C (-4.286, -2.870, 2.378)  -0.705
C (-3.387, -2.868, 3.434)  -0.161
C (-2.155, -2.258, 3.222)  -0.589
Cl (-0.998, -2.238, 4.511)  0.682
C (-1.801, -1.597, 2.038)  -0.412
O (-0.668, -1.003, 1.942)  -0.184
C (-2.778, -1.597, 0.971)  -0.160
C (-2.547, -0.897, -0.215)  -0.237
O (-1.592, -0.046, -0.478)  -0.236
C (-3.998, -2.293, 1.165)  -0.069
H (-3.631, -3.322, 4.381)  0.088
H (-3.293, -1.014, -1.011)  0.123
H (-4.714, -2.322, 0.360)  0.104
N (-2.355, 0.830, -2.859)  0.198
C (-2.243, 2.049, -3.387)  -0.513
N (-2.938, 2.299, -4.547)  0.133
N (-1.559, 3.030, -2.891)  0.101
C (-0.849, 2.995, -1.805)  -0.331
N (-0.150, 3.154, -0.901)  0.204
H (-2.934, 0.138, -3.301)  0.097
H (-1.957, 0.601, -1.923)  0.054
H (-3.195, 1.510, -5.116)  0.088
H (-2.677, 3.136, -5.040)  0.093
O (-1.909, -5.307, -0.998)  0.060
C (-1.878, -4.429, -2.008)  -0.264
C (-2.451, -4.777, -3.234)  -0.020
C (-2.468, -3.878, -4.282)  -0.103
C (-1.930, -2.609, -4.125)  -0.110
C (-1.328, -2.271, -2.931)  -0.052
C (-1.273, -3.165, -1.868)  -0.050
C (-0.521, -2.831, -0.610)  -0.537
O (-0.622, -3.598, 0.368)  0.045
O (0.260, -1.830, -0.657)  -0.114
H (-1.461, -4.835, -0.229)  0.080
H (-2.874, -5.765, -3.348)  0.109
H (-2.914, -4.160, -5.226)  0.094
H (-1.964, -1.895, -4.939)  0.088
H (-0.897, -1.295, -2.790)  0.074